1.
Entry from the Open Molecules 2025 dataset: 2 unconnected molecules or ions with the total composition C9H14O (ωB97M-V with the def2-TZVPD basis set).

As for the LUMO energy: 0.92 eV. The multiplicity is 1. As for the charge: 0. The SMILES is Cc1ccccc1.CCO. The value obtained for the highest occupied orbital energy is -8.76 eV.

Geometry (Å):
C -0.170761 0.682544 2.673248
C 0.504606 -0.195535 1.795218
C 0.122064 -1.519465 1.835914
C 0.677721 -2.491394 0.967800
C 1.562283 -2.048622 0.005020
C 2.007533 -0.649638 0.105384
C 1.481426 0.294787 0.835573
H 0.316737 1.623284 3.121419
H -0.458109 0.279583 3.728295
H -1.088487 0.870094 2.207469
H -0.529645 -1.899716 2.588008
H 0.519930 -3.603220 1.246671
H 2.221975 -2.751461 -0.626799
H 2.920432 -0.386117 -0.531481
H 1.620788 1.410083 0.728300
C -2.325709 0.536139 -2.233236
C -1.247893 1.436939 -2.751767
O -1.210962 2.719833 -2.135905
H -3.345146 0.753521 -2.605899
H -2.313915 0.746485 -1.232184
H -1.891710 -0.497137 -2.556193
H -0.281289 0.935086 -2.605664
H -1.635450 1.481855 -3.788744
H -2.036031 3.004472 -1.984885

Atoms 1-6, force components in eV/Å:
C -0.520 2.435 5.561
C 1.679 -0.933 -1.643
C 1.232 -0.726 -0.884
C 0.121 -0.943 0.490
C 2.334 0.488 0.564
C 3.032 -3.383 -4.596

***

2.
Entry from the Open Molecules 2025 dataset: 2 unconnected molecules or ions with the total composition C9H14O (ωB97M-V with the def2-TZVPD basis set).

As for the LUMO energy: 0.87 eV. The multiplicity is 1. As for the charge: 0. The SMILES is Cc1ccc(O)cc1.CC. The value obtained for the highest occupied orbital energy is -8.17 eV.

Geometry (Å):
C 1.994628 2.325590 1.774174
C 1.066025 1.099970 1.531700
C -0.003959 1.032163 2.271669
C -0.855567 0.019279 2.106721
C -0.423760 -1.033769 1.180535
O -1.276573 -2.112338 1.051382
C 0.554703 -0.901131 0.232720
C 1.333508 0.200378 0.465404
H 1.799869 3.005234 0.917410
H 2.956578 2.090324 1.613244
H 1.985056 2.957603 2.699466
H -0.191632 1.565997 3.183970
H -1.674963 0.091760 2.668774
H -1.907904 -2.146006 1.820330
H 0.627751 -1.298539 -0.703372
H 2.210362 0.414268 -0.189773
C -0.446720 -0.477472 -3.010732
C -1.698900 -1.313960 -2.656946
H -0.390077 0.427514 -2.386624
H 0.446466 -1.131826 -2.819750
H -0.659600 -0.300821 -4.113156
H -1.671307 -1.575677 -1.636163
H -1.314923 -2.244093 -3.020553
H -2.459058 -0.694448 -2.980431

Atoms 1-6, force components in eV/Å:
C -2.881 1.125 -0.963
C 5.237 2.071 -2.000
C -1.989 -0.073 2.754
C 3.425 -3.656 -3.923
C -4.506 0.470 1.291
O -0.714 -0.403 0.985